59
Properties=species:S:1:pos:R:3:forces:R:3 method="wB97M-V/def2-TZVPD" fmax_ev_per_a=2.34 total_charge=0 energy_ev=-37993.8871 orbital_gap_ha=0.308 homo_energy_ev=-8.39
C -1.5312 -1.7280 -2.9549 0.0 -0.4 0.4
N -0.8585 -1.8247 -1.6619 0.6 0.9 0.0
C -0.9714 -2.8678 -0.8290 -0.6 -1.1 0.0
O -1.7006 -3.8225 -1.0812 0.2 0.1 0.2
C -0.1084 -2.8262 0.4486 0.3 0.5 0.3
C 1.1979 -3.6309 0.3254 0.1 -0.3 -0.5
C 2.0022 -3.3289 -0.9278 -0.1 0.1 -0.2
C 2.5662 -2.0506 -1.1123 0.3 -0.8 -1.1
C 3.2939 -1.7600 -2.2829 -0.6 -1.1 0.4
C 3.4692 -2.7555 -3.2689 -0.6 0.3 1.1
O 4.1739 -2.4838 -4.3983 0.0 -0.7 -0.5
C 2.9059 -4.0343 -3.0842 -0.1 0.6 0.5
C 2.1697 -4.3184 -1.9176 0.6 1.3 -0.3
N -0.8216 -3.0924 1.7138 1.0 1.2 -1.6
C -1.4284 -4.1775 2.2013 -0.9 -1.5 0.8
C -1.2305 -5.5626 1.6174 -0.1 0.3 -0.2
O -2.1208 -4.0556 3.2010 -0.1 0.1 0.3
H -1.0824 -0.9330 -3.5518 0.0 -0.1 0.2
H -1.4341 -2.6751 -3.4899 -0.1 0.1 0.1
H -2.5911 -1.5168 -2.8050 0.0 0.0 -0.1
H -0.2734 -1.0479 -1.3722 -0.2 -0.1 -0.1
H 0.2125 -1.7881 0.5307 0.0 0.2 0.2
H 1.8228 -3.4253 1.1953 -0.2 0.0 0.2
H 0.9679 -4.6932 0.3283 0.0 -0.1 0.1
H 2.4372 -1.2878 -0.3558 0.0 0.1 0.0
H 3.7193 -0.7790 -2.4228 0.1 0.2 -0.1
H 4.4947 -1.5823 -4.4142 0.0 0.2 0.2
H 3.0389 -4.7859 -3.8474 0.0 0.0 -0.1
H 1.7271 -5.2966 -1.7867 0.0 0.0 0.0
H -1.0067 -2.2797 2.2782 -0.1 0.0 0.0
H -0.2139 -5.8929 1.8135 0.1 -0.1 -0.1
H -1.9238 -6.2452 2.1058 0.1 0.2 0.1
H -1.4321 -5.5679 0.5519 0.2 0.0 -0.2
C -0.9464 5.4645 3.1648 0.2 -0.2 -0.4
C -1.6297 4.2162 2.5950 -0.3 0.5 1.1
C -3.0355 4.1099 3.1832 0.1 -0.3 -0.3
O -1.7868 4.2480 1.1631 0.0 -0.3 0.0
C -0.6371 4.2710 0.4119 0.7 0.3 -0.6
C -0.1249 5.5307 0.0715 0.3 -0.1 -0.2
C 1.0175 5.6617 -0.7181 -0.3 -0.4 0.2
C 1.6549 4.5193 -1.1961 -0.2 -0.3 0.2
C 1.1414 3.2562 -0.8927 -0.1 0.4 0.1
C -0.0126 3.1031 -0.0959 0.0 1.1 0.3
C -0.5300 1.7390 0.1394 -0.9 -2.2 -0.1
N -1.6645 1.4725 0.8496 -0.5 1.8 0.2
O 0.0020 0.7384 -0.3265 1.4 0.1 -0.6
H -0.9516 5.4342 4.2583 0.0 -0.1 -0.2
H 0.0953 5.5193 2.8371 -0.1 0.1 0.1
H -1.4701 6.3681 2.8392 0.0 -0.1 0.0
H -1.0491 3.3340 2.8876 0.0 0.0 -0.2
H -3.5268 3.1997 2.8266 -0.1 0.1 0.1
H -3.6404 4.9727 2.8876 0.1 -0.1 0.0
H -2.9915 4.0702 4.2759 0.0 0.0 -0.2
H -0.6335 6.4214 0.4257 0.0 -0.2 0.0
H 1.4038 6.6467 -0.9654 -0.1 -0.1 0.1
H 2.5440 4.6094 -1.8137 -0.1 -0.1 0.1
H 1.6431 2.3788 -1.2939 -0.3 0.0 0.2
H -2.0777 0.5587 0.6978 0.3 0.3 0.0
H -2.2642 2.2726 1.0414 0.0 -0.5 0.0


41
Properties=species:S:1:pos:R:3:forces:R:3 method="wB97M-V/def2-TZVPD" fmax_ev_per_a=7.89 total_charge=+2 spin_multiplicity=5 energy_ev=-92683.3056 orbital_gap_ha="0.324 / 0.183" homo_energy_ev="-15.72 / -15.61" s_squared=6.038
Ru 9.6075 9.8380 9.3489 1.7 0.2 -3.4
O 9.8274 11.4266 5.4504 -0.1 -1.3 2.7
C 9.7443 11.1116 6.7744 -0.5 0.4 -2.8
O 9.5594 9.9235 7.1493 0.3 2.4 0.8
C 9.8120 12.4538 7.5689 0.9 -1.8 -0.1
O 9.9289 12.1683 8.9641 0.7 -0.1 0.2
C 11.3101 12.3352 9.4546 -0.4 0.3 1.5
C 12.1245 11.1396 8.9543 2.0 -0.6 -2.9
O 13.0394 11.3329 8.1335 -2.8 -1.1 2.9
O 11.6045 9.8712 9.2876 0.7 2.8 -0.7
H 9.7617 10.5845 4.9617 0.0 0.2 -0.3
H 8.8921 12.9969 7.4116 -0.2 0.2 -0.3
H 10.7065 12.9767 7.1676 -0.7 -0.1 0.3
H 11.2243 12.3264 10.5847 0.1 0.1 -1.3
H 11.7052 13.3267 9.1249 -0.2 -1.0 0.1
Cl 6.7556 10.3837 9.0723 -0.3 -1.0 0.1
C 7.0844 8.6394 9.1746 -1.7 0.1 -0.2
C 8.4118 8.3464 9.4028 -0.3 0.9 -0.2
C 8.8669 7.0514 9.4377 -0.9 -4.2 0.2
Cl 10.4543 6.6053 9.8857 -0.4 0.6 -0.3
C 7.9124 5.9819 9.2062 1.4 0.7 -0.2
Cl 8.4104 4.3498 9.1238 0.1 0.4 0.2
C 6.5668 6.2949 9.0132 -0.6 -1.7 0.6
Cl 5.3893 5.0255 8.9868 1.0 1.0 -0.2
C 6.1229 7.6367 9.0312 -0.7 2.1 0.1
Cl 4.4377 7.9825 8.9293 1.1 0.0 -0.1
C 9.7533 10.0757 14.6550 -2.2 -2.0 -0.6
C 10.0113 11.1707 13.6312 -1.1 -0.8 0.0
C 8.8848 12.2189 13.6711 0.1 -0.7 -0.5
C 11.3770 11.6954 13.8144 1.7 1.5 1.2
C 9.8886 10.5588 12.2614 -0.4 -2.1 -3.3
N 9.7566 10.0620 11.1838 0.1 2.6 7.4
H 9.7651 10.3721 15.7034 0.1 0.5 -0.2
H 10.4514 9.2430 14.5449 0.1 0.1 0.0
H 8.7075 9.6316 14.4435 1.5 0.6 0.5
H 8.8604 12.6495 14.6875 0.0 0.1 -0.7
H 7.9507 11.6527 13.4580 0.3 0.9 0.2
H 9.1457 12.9158 12.8604 -0.7 0.4 0.6
H 11.4100 12.4195 14.6882 -0.2 -1.0 -0.9
H 11.7549 12.2684 12.9720 0.1 0.0 -0.2
H 12.0588 10.8734 14.0466 0.1 0.2 -0.2


14
Properties=species:S:1:pos:R:3:forces:R:3 method="wB97M-V/def2-TZVPD" fmax_ev_per_a=2.49 total_charge=0 energy_ev=-28998.2085 orbital_gap_ha=0.286 homo_energy_ev=-8.78
C -0.3350 -2.3785 0.2086 0.0 0.8 0.7
C -0.1599 -0.8738 0.1896 0.1 0.2 -1.3
C 0.5070 -0.0746 -0.7047 -0.3 -2.1 1.3
C 1.2664 -0.6589 -1.7693 0.2 0.2 -1.1
S 2.1112 0.1676 -2.9026 -0.3 -0.2 0.6
O -0.9815 -0.3720 1.1713 -0.1 -0.2 -0.6
C -0.7243 0.7976 1.7689 -0.1 0.3 1.1
S -1.8854 1.7154 2.4167 0.6 -0.3 -0.4
H -1.4200 -2.5055 0.3711 0.6 -0.4 -0.1
H 0.0248 -2.9384 -0.6443 -0.1 0.2 -0.2
H 0.2349 -2.7265 1.0868 -0.5 -0.1 -0.2
H 0.5365 0.9725 -0.6186 -0.2 1.2 0.2
H 1.1877 -1.7366 -1.8989 0.1 0.0 0.2
H 0.3495 0.9116 1.9504 -0.1 0.5 -0.3


8
Properties=species:S:1:pos:R:3:forces:R:3 method="wB97M-V/def2-TZVPD" fmax_ev_per_a=3.42 total_charge=0 energy_ev=-28163.6037 orbital_gap_ha=0.371 homo_energy_ev=-10.07
C 0.6948 0.3738 -0.1560 0.2 -0.7 3.3
C -0.5953 -0.3438 0.2396 -0.3 1.3 -1.5
F 1.6938 -0.4871 0.0789 2.2 -2.3 0.5
F -0.6506 -0.7762 1.4910 0.2 0.3 0.6
Cl -0.8875 -1.6911 -0.8157 0.0 -0.7 -0.4
I -2.0251 1.2010 -0.2248 -0.6 0.2 0.3
H 0.7994 0.5591 -1.1592 -0.8 1.2 -2.4
H 0.9706 1.1643 0.5462 -1.0 0.7 -0.4